Entry 1:
The following is a DFT calculation (the ωB97M-V functional and the def2-TZVPD basis) of a cluster of 2 separate species, C4H4F4P2 in total.

The geometry in ORCA input format:
```
! wB97M-V def2-TZVPD RIJCOSX def2/J DEFGRID3
* xyz 0 1
F -2.811 -1.648 -0.647
P 1.143 0.752 -1.398
C -3.291 -0.410 -0.631
H -0.698 -1.007 -1.594
C -0.279 -0.389 -0.863
F -2.840 0.189 -1.685
H -0.198 -2.026 2.206
C -0.541 -0.680 0.374
H 1.449 1.101 -0.017
F -4.444 1.328 0.470
P -1.147 -0.983 1.858
C -4.030 0.078 0.391
F -4.603 -0.639 1.326
H 0.483 1.908 -1.716
*
```

Summary:
* DFT total energy: -1236.81816 Ha
* lowest unoccupied orbital energy: 0.183 eV
* structure (SMILES): FC(F)=C(F)F.P=C=CP

Entry 2:
The following is a DFT calculation (the ωB97M-V functional and the def2-TZVPD basis) of an isolated molecule of C4H4OS2.

The geometry in ORCA input format:
```
! wB97M-V def2-TZVPD RIJCOSX def2/J DEFGRID3
* xyz 0 1
C -1.384 0.103 -0.022
O 3.346 -0.578 0.100
H 1.583 -0.504 1.866
S 0.849 1.537 0.284
C 2.191 -0.664 -0.197
H -1.443 2.139 -0.305
S -0.531 -1.255 0.687
H 1.885 -0.539 -1.259
C 1.163 -0.501 0.863
H -2.563 0.029 -0.061
C -0.794 1.293 -0.153
*
```

Summary:
* DFT total energy: -1026.35910 Ha
* lowest unoccupied orbital energy: -0.317 eV
* structure (SMILES): O=CC1SC=CS1

Entry 3:
The following is a DFT calculation (the ωB97M-V functional and the def2-TZVPD basis) of a structure of composition C4H6N4.

The geometry in ORCA input format:
```
! wB97M-V def2-TZVPD RIJCOSX def2/J DEFGRID3
* xyz 0 1
N -1.608 0.435 1.146
H -1.002 -2.436 -0.449
H 0.746 2.207 -0.328
H 0.756 -1.167 -2.123
N -1.906 -0.679 0.254
H -0.809 2.184 1.772
H 2.282 -0.028 -0.928
C 0.524 -0.965 0.212
H 0.904 -0.785 1.154
N 0.418 1.291 0.324
C 1.249 -0.336 -1.174
C -0.798 1.384 0.850
C -0.929 -1.379 -0.062
N 0.170 0.276 -0.646
*
```

Summary:
* DFT total energy: -374.72334 Ha
* lowest unoccupied orbital energy: 0.712 eV

Entry 4:
The following is a DFT calculation (the ωB97M-V functional and the def2-TZVPD basis) of an isolated molecule of C2H4N4.

The geometry in ORCA input format:
```
! wB97M-V def2-TZVPD RIJCOSX def2/J DEFGRID3
* xyz 0 1
H 0.830 2.001 -0.362
N 0.274 -0.962 -0.672
N -0.080 0.143 -0.052
C -0.338 -1.360 1.313
H -0.942 1.962 -0.640
H 0.168 1.167 -1.797
N -0.465 -0.041 1.201
H -0.617 -1.932 2.185
C -0.005 1.414 -0.748
N 0.118 -1.931 0.181
*
```

Summary:
* DFT total energy: -297.59484 Ha
* lowest unoccupied orbital energy: 0.987 eV
* structure (SMILES): Cn1ncnn1

Entry 5:
The following is a DFT calculation (the ωB97M-V functional and the def2-TZVPD basis) of a cluster of 2 separate species, C5H10O3 in total.

The geometry in ORCA input format:
```
! wB97M-V def2-TZVPD RIJCOSX def2/J DEFGRID3
* xyz 0 1
H -1.572 0.487 -1.826
C 2.639 -0.446 0.189
C -2.492 0.108 -1.395
H 1.245 -0.732 1.477
O -0.721 -0.908 1.305
H 1.016 -1.318 -0.847
H -0.227 1.571 1.495
H 0.171 1.414 -0.211
H 2.530 -0.953 -1.836
H 3.664 -0.098 0.158
O 2.149 -0.381 1.450
H -3.400 0.662 -1.598
O -2.410 -0.311 -0.043
C -1.304 0.039 0.517
C 2.028 -0.939 -0.883
H -1.283 -1.697 1.314
C -0.650 1.370 0.505
H -1.381 2.132 0.229
*
```

Summary:
* DFT total energy: -422.06866 Ha
* lowest unoccupied orbital energy (alpha / beta): 0.567 / 0.361 eV

Entry 6:
The following is a DFT calculation (the ωB97M-V functional and the def2-TZVPD basis) of a cluster of 3 separate species, C33H49Cl2F8IN4O2 in total.

The geometry in ORCA input format:
```
! wB97M-V def2-TZVPD RIJCOSX def2/J DEFGRID3
* xyz 0 1
H -0.872 -7.668 5.539
H 4.857 2.989 -8.077
H 7.432 0.516 -3.701
N -3.256 2.985 1.083
C -6.217 5.841 -1.308
O -6.587 4.418 -1.133
H -4.354 7.119 -1.859
C -4.731 3.154 1.279
H 5.249 1.481 -8.917
H 1.277 -7.918 4.650
F -4.513 -1.706 3.606
H 0.208 5.424 0.941
F 3.625 -0.970 -1.986
C -0.276 2.408 0.552
C -5.428 -2.405 2.669
H 4.959 -0.168 -5.461
C -7.830 2.685 0.260
H 0.680 -3.570 5.204
H -6.165 6.336 -0.240
H -0.772 2.790 2.812
H -0.261 5.440 2.768
C 6.268 1.704 -7.028
F 0.783 1.134 -3.169
H -1.101 -6.051 4.896
H 4.950 2.526 -3.987
H -8.921 2.277 0.114
C 7.408 2.303 -4.948
H -7.143 2.068 -0.484
C -4.055 0.280 1.121
N 1.843 -5.941 4.298
C 2.543 -5.628 5.545
C 4.959 1.960 -4.927
C 7.975 0.945 -4.546
C -4.841 -2.441 1.101
C -5.863 2.003 1.428
C -3.651 -1.344 1.001
H 0.814 2.044 0.332
H 2.400 -7.555 6.572
H 1.110 -5.043 2.540
C 2.231 -0.503 -1.765
F -5.596 -3.828 3.143
F 2.681 2.010 -1.614
I -1.237 -3.683 0.699
C 5.058 1.921 -7.934
F -6.823 -1.828 2.709
H 5.352 0.163 -3.762
C -0.878 -0.437 0.665
C -0.148 3.315 1.953
C -1.363 1.148 0.734
Cl -0.710 3.491 -0.938
H -5.121 4.281 1.341
N 6.147 2.316 -5.704
F -6.040 -2.145 0.224
N -5.517 0.556 1.369
H 9.015 1.060 -4.226
H 0.399 -7.157 3.371
H 3.866 -7.357 5.583
H 3.706 -6.516 7.132
F -4.541 -3.846 0.828
C 0.461 -3.789 4.155
H -4.000 5.240 -1.722
C 0.803 -6.968 4.374
H 1.502 -2.497 -0.938
C 1.887 0.889 -2.210
H 2.392 -4.175 3.328
H 6.459 0.628 -6.958
C 1.475 -4.743 3.530
H -7.044 6.433 -1.909
C -4.789 6.039 -2.123
H 4.157 1.445 -7.538
H -7.500 4.931 0.809
C -0.511 4.900 1.734
H 3.697 0.315 -4.329
H 8.167 2.822 -5.546
Cl 1.640 3.244 2.518
H 0.469 -2.836 3.616
C 4.743 0.483 -4.610
H 7.131 2.143 -7.544
C -7.706 4.286 -0.154
O -7.281 2.404 1.627
H -1.642 5.120 1.527
C 3.160 -6.840 6.241
H -8.711 4.626 -0.674
H 3.367 -4.937 5.326
H -0.036 -6.311 6.291
H 1.471 0.002 0.645
H 1.887 -5.117 6.257
H 4.074 2.326 -5.462
C -2.033 -1.640 0.799
C 0.723 -0.880 0.467
H -4.912 5.973 -3.289
C -2.980 1.503 0.993
C -0.359 -6.723 5.332
C 1.032 -1.409 -1.088
H 7.297 2.919 -4.045
H -0.556 -4.180 4.085
H 1.046 -1.725 1.246
H 0.066 -1.508 -1.740
H 7.967 0.226 -5.369
*
```

Summary:
* DFT total energy: -3672.46724 Ha
* lowest unoccupied orbital energy: -2.131 eV
* structure (SMILES): CCOCCOc1cnc2c([C@@H](Cl)[C@H](C)Cl)c(CCC(F)=C(F)F)c(I)c(C(F)(F)C(F)(F)F)c2n1.CCN(CC)CC.CCN(CC)CC

- What is the DFT total energy in the sixth record?
  -3672.46724 Ha

- The lowest DFT total energy belongs to which entry?
  C33H49Cl2F8IN4O2